Below is a 12-piece molecular cluster, C60H180N24O24P12 overall in a non-equilibrium geometry, with properties calculated with ωB97M-V/def2-TZVPD.

Computed properties:
Largest force on an atom ... 3.5 eV/A
SMILES string ... CN(C)P(=O)(N(C)C)N(C)C.CN(C)P(=O)(N(C)C)N(C)C.CN(C)P(=O)(N(C)C)N(C)C.CN(C)P(=O)(N(C)C)N(C)C.CN(C)P(=O)(N(C)C)N(C)C.CN(C)P(=O)(N(C)C)N(C)C.CN(C)P(=O)(N(C)C)N(C)C.CN(C)P(=O)(N(C)C)N(C)C.COP(=O)(OC)OC.COP(=O)(OC)OC.COP(=O)(OC)OC.COP(=O)(OC)OC
ΔE to the lowest compared entry with this formula, charge and spin ... 147.85 kJ/mol
E_LUMO ... 0.488 eV

```
300
C60H180N24O24P12 (ωB97M-V/def2-TZVPD)
O 17.873 19.741 18.722
P 18.644 18.568 19.238
N 18.229 17.218 18.406
C 17.780 17.538 17.068
C 18.767 15.784 18.437
N 18.352 18.320 20.821
C 18.942 17.250 21.552
C 17.092 18.827 21.416
N 20.345 18.765 19.173
C 20.803 19.056 17.763
C 20.808 19.873 20.067
H 16.787 17.060 17.101
H 18.420 17.255 16.224
H 17.646 18.653 17.035
H 18.137 15.119 17.790
H 18.773 15.458 19.464
H 19.798 15.673 18.064
H 19.449 17.568 22.457
H 18.273 16.395 21.742
H 19.774 16.864 20.930
H 16.477 18.009 21.715
H 17.257 19.400 22.338
H 16.574 19.332 20.588
H 20.434 18.270 17.140
H 20.371 20.022 17.428
H 21.880 19.225 17.856
H 21.051 19.525 21.134
H 20.147 20.760 20.185
H 21.737 20.212 19.596
O 8.516 15.183 14.849
P 8.735 16.118 15.944
N 10.329 16.686 15.977
C 10.897 17.017 14.624
C 10.947 17.440 17.014
N 8.526 15.569 17.486
C 7.196 15.151 17.831
C 9.471 14.551 17.907
N 7.669 17.438 15.890
C 7.631 18.506 16.933
C 6.873 17.609 14.678
H 10.261 17.744 14.195
H 10.834 16.143 13.960
H 11.867 17.500 14.635
H 10.276 17.528 17.840
H 11.224 18.407 16.663
H 11.927 16.961 17.314
H 6.436 15.768 17.323
H 7.066 14.066 17.583
H 7.072 15.306 18.929
H 9.385 14.447 18.994
H 9.170 13.619 17.402
H 10.476 14.855 17.649
H 7.419 19.484 16.504
H 6.874 18.228 17.683
H 8.566 18.596 17.491
H 7.493 18.117 13.953
H 5.985 18.281 14.883
H 6.619 16.715 14.220
O 9.484 12.272 25.054
P 9.758 13.616 25.660
N 10.134 13.437 27.290
C 10.199 14.522 28.231
C 10.809 12.184 27.608
N 8.481 14.637 25.860
C 8.136 15.475 24.750
C 7.287 14.351 26.640
N 10.830 14.577 24.790
C 11.450 14.145 23.526
C 11.423 15.812 25.271
H 9.780 14.216 29.213
H 9.533 15.343 27.900
H 11.157 14.988 28.359
H 11.091 12.119 28.686
H 11.755 12.042 27.030
H 10.300 11.281 27.318
H 8.986 15.645 24.059
H 7.309 15.158 24.133
H 7.860 16.475 25.119
H 7.077 15.198 27.312
H 6.426 14.312 25.999
H 7.448 13.333 27.139
H 11.354 14.938 22.721
H 12.540 13.920 23.670
H 11.055 13.210 23.126
H 12.446 15.719 25.546
H 10.823 16.189 26.060
H 11.259 16.595 24.573
O 10.050 27.896 21.848
P 11.301 27.612 22.602
N 12.608 27.501 21.554
C 13.914 28.085 21.719
C 12.372 26.943 20.237
N 11.219 26.129 23.388
C 12.416 25.475 23.896
C 9.931 25.815 23.985
N 11.537 28.876 23.652
C 12.117 28.833 24.966
C 11.394 30.161 23.026
H 14.565 27.444 21.111
H 14.178 28.156 22.758
H 13.968 29.098 21.278
H 12.190 27.713 19.418
H 11.493 26.288 20.306
H 13.195 26.322 19.909
H 12.840 25.893 24.822
H 12.193 24.425 24.149
H 13.209 25.496 23.147
H 9.853 26.164 25.051
H 9.104 26.247 23.375
H 9.874 24.661 24.118
H 13.162 28.472 24.911
H 12.129 29.829 25.355
H 11.458 28.222 25.598
H 12.263 30.570 22.450
H 11.218 30.897 23.813
H 10.495 30.095 22.445
O 15.458 23.201 13.883
P 15.197 21.916 14.507
N 15.369 20.653 13.435
C 15.029 21.010 12.020
C 14.931 19.268 13.798
N 13.707 21.919 15.264
C 12.701 22.895 14.868
C 13.364 21.128 16.463
N 16.244 21.501 15.798
C 16.361 22.496 16.927
C 17.640 21.004 15.444
H 14.014 20.605 11.816
H 15.732 20.556 11.315
H 14.991 22.116 11.952
H 15.159 19.134 14.896
H 15.460 18.561 13.187
H 13.842 19.190 13.536
H 11.680 22.555 14.864
H 12.784 23.811 15.532
H 12.984 23.230 13.893
H 14.265 20.642 16.750
H 12.887 21.728 17.283
H 12.617 20.366 16.187
H 17.000 21.939 17.622
H 16.572 23.492 16.554
H 15.387 22.531 17.340
H 17.463 20.222 14.720
H 18.149 20.597 16.355
H 18.155 21.810 14.954
O 9.005 18.661 25.074
P 9.108 19.647 26.183
N 8.498 21.173 25.900
C 7.186 21.260 25.213
C 8.627 22.306 26.798
N 10.594 20.057 26.746
C 11.365 20.813 25.768
C 11.428 19.111 27.544
N 8.337 18.997 27.475
C 7.016 18.425 27.280
C 8.378 19.716 28.728
H 7.284 20.436 24.477
H 6.963 22.268 24.790
H 6.462 20.969 26.028
H 7.892 22.256 27.549
H 8.434 23.198 26.221
H 9.614 22.352 27.239
H 10.763 21.566 25.339
H 12.265 21.243 26.228
H 11.779 20.245 24.961
H 10.802 18.657 28.318
H 11.875 18.321 26.884
H 12.189 19.735 28.068
H 6.923 17.498 27.935
H 6.243 19.183 27.467
H 6.892 18.084 26.266
H 9.357 20.224 28.872
H 8.190 18.986 29.550
H 7.668 20.578 28.770
O 16.401 13.211 18.127
P 15.144 13.933 17.842
N 13.806 12.948 17.742
C 13.548 12.214 16.538
C 13.629 12.069 18.875
N 15.125 14.808 16.402
C 13.924 15.530 16.015
C 16.122 14.550 15.395
N 14.724 14.933 19.150
C 13.313 15.166 19.501
C 15.784 15.444 19.960
H 12.638 11.617 16.738
H 14.440 11.579 16.311
H 13.329 12.741 15.631
H 14.102 12.511 19.724
H 14.164 11.117 18.630
H 12.609 11.833 18.982
H 14.195 16.132 15.203
H 13.086 14.999 15.633
H 13.741 16.281 16.722
H 15.713 13.936 14.594
H 16.555 15.431 14.920
H 16.938 13.994 15.857
H 12.738 14.388 20.046
H 13.371 16.154 19.985
H 12.717 15.300 18.588
H 15.711 16.546 19.973
H 16.709 15.154 19.551
H 15.806 15.049 20.990
O 10.507 20.476 19.268
P 11.039 20.231 20.638
N 10.638 18.655 21.103
C 9.610 17.832 20.477
C 11.297 18.141 22.221
N 10.706 21.261 21.925
C 10.932 22.666 21.571
C 9.413 21.024 22.623
N 12.708 20.241 20.730
C 13.313 19.476 19.621
C 13.462 20.444 21.991
H 8.663 17.835 21.025
H 9.943 16.766 20.446
H 9.395 18.149 19.452
H 10.592 17.531 22.758
H 11.511 18.981 22.952
H 12.174 17.476 21.981
H 10.706 23.381 22.337
H 11.975 22.872 21.269
H 10.326 22.959 20.718
H 9.580 20.137 23.275
H 9.295 21.843 23.311
H 8.568 20.941 21.930
H 13.644 18.413 19.843
H 12.606 19.376 18.790
H 14.173 19.939 19.177
H 14.348 21.015 21.793
H 13.874 19.477 22.401
H 12.757 20.880 22.716
C 16.280 21.124 24.947
O 16.473 19.732 25.303
P 15.267 18.986 26.096
O 14.626 19.807 27.145
O 14.281 18.333 25.027
C 14.823 17.370 24.156
O 16.079 17.753 26.625
C 16.981 17.807 27.665
H 16.163 21.720 25.865
H 15.356 21.328 24.378
H 17.084 21.347 24.224
H 14.129 17.232 23.321
H 14.946 16.418 24.666
H 15.849 17.679 23.839
H 16.594 17.582 28.606
H 17.352 18.877 27.766
H 17.829 17.131 27.463
C 8.668 26.345 19.487
O 9.500 26.470 18.285
P 10.373 25.258 17.732
O 11.171 24.469 18.660
O 9.366 24.396 16.835
C 9.077 23.006 17.018
O 11.236 26.087 16.643
C 10.567 26.978 15.784
H 9.285 26.166 20.367
H 7.965 25.567 19.247
H 8.236 27.344 19.618
H 8.487 22.744 16.106
H 8.447 22.701 17.855
H 9.973 22.406 17.112
H 9.570 26.635 15.600
H 11.041 26.980 14.822
H 10.560 27.970 16.294
C 13.991 23.792 19.658
O 14.850 22.998 20.536
P 15.624 23.609 21.803
O 14.919 23.589 23.052
O 16.078 25.073 21.367
C 16.635 25.942 22.471
O 16.941 22.722 21.824
C 17.673 22.450 20.509
H 13.380 22.993 19.248
H 14.624 24.272 18.855
H 13.395 24.482 20.299
H 16.106 26.894 22.491
H 17.673 26.073 22.150
H 16.556 25.480 23.450
H 17.430 21.456 20.199
H 18.709 22.560 20.866
H 17.386 23.290 19.807
C 5.503 14.973 21.315
O 6.253 16.112 21.756
P 5.706 17.486 22.224
O 6.669 18.547 22.248
O 4.453 17.734 21.337
C 4.511 18.588 20.194
O 5.067 17.162 23.637
C 4.417 18.199 24.356
H 4.956 15.353 20.435
H 4.811 14.633 22.042
H 6.212 14.254 20.903
H 5.276 18.200 19.525
H 4.699 19.591 20.537
H 3.472 18.529 19.879
H 5.142 18.707 24.975
H 3.731 17.649 24.992
H 3.873 18.921 23.739
```

Below is C60H43I4LiN11 as an isolated structure in a non-equilibrium geometry, with properties calculated with ωB97M-V/def2-TZVPD.

Computed properties:
Largest force on an atom ... 4.5 eV/A
Net charge ... -1
ΔE to the lowest compared entry with this formula, charge and spin ... 182.40 kJ/mol
E_LUMO (spin up / spin down) ... 1.212 / 1.212 eV

```
119
C60H43I4LiN11 (ωB97M-V/def2-TZVPD)
Li 1.066 0.237 0.477
I 2.840 7.482 -5.179
C 2.147 5.713 -4.386
C 1.083 5.571 -3.506
C 0.907 4.381 -2.786
C 1.586 3.216 -3.129
C 2.516 3.330 -4.196
C 2.810 4.500 -4.776
C 1.242 2.043 -2.304
C 2.158 0.862 -2.259
C 2.561 0.034 -3.428
C 3.134 -1.101 -2.895
C 3.042 -0.979 -1.504
C 3.542 -1.845 -0.606
C 4.289 -3.010 -1.067
C 3.727 -4.282 -1.129
C 4.455 -5.365 -1.672
C 5.772 -5.171 -2.077
I 6.955 -6.776 -2.749
C 6.347 -3.910 -1.996
C 5.637 -2.830 -1.488
C 3.241 -1.810 0.801
N 2.168 -1.189 1.366
C 2.174 -1.470 2.693
C 1.130 -1.095 3.579
C 1.341 -1.281 5.111
C 1.172 -2.511 5.695
C 1.295 -2.772 7.037
C 1.605 -1.701 7.840
I 1.691 -2.026 9.913
C 1.774 -0.441 7.312
C 1.697 -0.218 5.961
C -0.141 -0.668 3.225
C -1.372 -0.397 3.990
C -2.342 -0.008 3.171
C -1.711 0.008 1.810
N -0.438 -0.374 1.877
C -2.334 0.448 0.629
C -1.646 0.991 -0.479
C -2.334 1.574 -1.631
C -1.382 2.177 -2.375
C -0.049 1.789 -1.765
N -0.298 1.096 -0.636
C -3.882 0.230 0.506
C -4.297 -1.069 0.459
C -5.667 -1.431 0.372
C -6.653 -0.411 0.424
I -8.603 -0.756 -0.073
C -6.194 0.921 0.639
C -4.847 1.225 0.617
C 3.336 -2.258 3.015
C 3.974 -2.466 1.792
N 2.436 0.208 -1.146
H 0.374 6.314 -3.185
H 0.147 4.535 -2.037
H 3.042 2.448 -4.410
H 3.572 4.622 -5.563
H 2.353 0.454 -4.473
H 3.446 -1.941 -3.596
H 2.819 -4.546 -0.597
H 3.960 -6.355 -1.736
H 7.348 -3.871 -2.364
H 6.155 -1.842 -1.382
H 0.971 -3.382 5.060
H 1.167 -3.788 7.398
H 2.045 0.448 7.918
H 1.895 0.783 5.558
H -1.474 -0.435 5.094
H -3.361 0.277 3.267
H -3.371 1.606 -1.894
H -1.428 2.776 -3.258
H -3.556 -1.824 0.507
H -6.009 -2.466 0.370
H -6.944 1.762 0.813
H -4.488 2.234 0.727
H 3.675 -2.739 3.916
H 4.871 -3.101 1.671
C 3.368 3.019 3.074
C 2.888 1.840 2.566
N 2.049 1.876 1.518
C 1.756 3.038 0.981
C 2.286 4.263 1.342
C 3.135 4.240 2.460
C 2.067 5.478 0.576
C 0.948 6.049 0.131
C -0.451 5.515 0.175
C -0.908 4.772 1.242
C -2.268 4.400 1.283
N -3.098 4.698 0.311
C -2.578 5.466 -0.639
N -1.340 5.967 -0.728
H 4.107 3.056 3.966
H 3.123 0.865 2.969
H 1.183 2.984 0.087
H 3.625 5.223 2.854
H 3.012 6.008 0.501
H 1.149 6.993 -0.485
H -0.225 4.559 2.079
H -2.544 3.851 2.186
H -3.112 5.740 -1.502
C -2.346 -4.404 -2.373
C -3.430 -3.346 -2.280
C -3.562 -2.354 -3.472
C -4.717 -3.990 -1.833
N -5.149 -5.017 -2.759
C -5.834 -4.906 -3.899
N -6.077 -6.080 -4.404
N -5.529 -6.940 -3.557
N -4.938 -6.365 -2.543
H -1.365 -4.007 -2.526
H -2.497 -5.155 -3.153
H -2.352 -4.941 -1.404
H -3.065 -2.722 -1.471
H -3.675 -2.928 -4.407
H -2.715 -1.708 -3.493
H -4.432 -1.714 -3.393
H -5.513 -3.256 -1.720
H -4.593 -4.483 -0.867
H -6.252 -3.963 -4.270
```